No. 1
{
  "formula": "C32H36GeInN8S3Se",
  "method": "ωB97M-V with the def2-TZVPD basis set",
  "energy_ev": -205228.8247,
  "fmax_ev_per_a": 1.79,
  "homo_energy_ev": -10.44,
  "multiplicity": 1,
  "charge": 1,
  "elements": ["In", "C", "C", "N", "N", "C", "N", "S", "C", "C", "C", "C", "C", "N", "H", "H", "H", "H", "H", "H", "H", "H", "H", "S", "C", "N", "C", "C", "C", "C", "C", "C", "S", "H", "H", "H", "H", "C", "Ge", "C", "C", "C", "Se", "C", "H", "H", "H", "H", "H", "H", "H", "H", "H", "H", "H", "H", "H", "H", "N", "C", "C", "C", "C", "C", "C", "N", "C", "C", "C", "C", "N", "C", "C", "H", "H", "H", "H", "H", "H", "H", "H", "H"],
  "positions_angstrom": [[0.2794, 0.0744, 0.2244], [-2.3397, 3.8323, 0.9808], [-1.3021, 2.8846, 0.4757], [-1.3056, 1.6549, 0.8647], [-2.1988, 1.2300, 1.7374], [-1.8931, 0.2210, 2.5121], [-2.8163, -0.1617, 3.3988], [-0.3747, -0.6045, 2.5811], [-0.1612, 3.3251, -0.3156], [-0.1025, 4.5795, -0.9284], [1.0913, 4.9944, -1.4926], [2.1835, 4.1438, -1.4527], [2.0231, 2.8878, -0.8819], [0.8911, 2.4954, -0.3295], [-2.5021, 3.6136, 2.0369], [-3.2818, 3.6556, 0.4617], [-2.0557, 4.8723, 0.8685], [-3.6991, 0.3188, 3.4273], [-2.5994, -0.8628, 4.0842], [-0.9733, 5.2116, -0.9757], [1.1701, 5.9694, -1.9485], [3.1381, 4.4430, -1.8524], [2.8349, 2.1726, -0.8502], [2.7587, -0.3874, -0.0574], [2.2611, -2.0098, 0.0259], [1.0054, -2.3369, 0.1514], [0.8233, -3.6957, 0.1854], [-0.3852, -4.3640, 0.3589], [-0.3925, -5.7422, 0.3008], [0.7807, -6.4609, 0.0864], [1.9979, -5.8180, -0.0351], [2.0100, -4.4348, 0.0228], [3.3733, -3.3449, -0.0970], [-1.2838, -3.7912, 0.5463], [-1.3209, -6.2781, 0.4246], [0.7432, -7.5366, 0.0221], [2.9108, -6.3737, -0.1708], [-5.6230, -0.5710, 1.4449], [-5.0229, -2.4655, 1.4171], [-4.0278, -3.0020, 3.0490], [-6.5910, -3.6565, 1.2464], [-3.9483, -2.8431, -0.2442], [-2.4558, -1.6599, -0.7619], [-3.5318, -0.3260, -1.6805], [-6.1211, -0.3652, 2.3884], [-6.3476, -0.4001, 0.6528], [-4.8018, 0.1287, 1.3219], [-4.4151, -2.4743, 3.9161], [-2.9622, -2.8181, 2.9628], [-4.1744, -4.0649, 3.2191], [-7.2788, -3.4818, 2.0680], [-6.2815, -4.6975, 1.2770], [-7.1237, -3.4853, 0.3160], [-4.6147, -2.8436, -1.1085], [-3.5223, -3.8438, -0.1641], [-4.4165, -0.1105, -1.0895], [-3.8192, -0.7132, -2.6563], [-2.9280, 0.5699, -1.7976], [0.1299, -1.2719, -7.2372], [0.0813, -0.8237, -8.5287], [0.1530, -1.4625, -9.7592], [0.0729, -0.6641, -10.8804], [-0.0758, 0.7281, -10.7920], [-0.1524, 1.3703, -9.5788], [-0.0743, 0.5852, -8.4282], [-0.1212, 0.9436, -7.1195], [0.0035, -0.1664, -6.4277], [0.0005, -0.1734, -4.9865], [0.2085, -1.3028, -4.1868], [0.1904, -1.1687, -2.8123], [-0.0280, -0.0126, -2.1926], [-0.2425, 1.0675, -2.9439], [-0.2312, 1.0401, -4.3195], [0.2297, -2.2319, -6.9516], [0.2677, -2.5342, -9.8353], [0.1266, -1.1210, -11.8580], [-0.1311, 1.3042, -11.7037], [-0.2669, 2.4385, -9.5000], [0.3869, -2.2796, -4.6097], [0.3444, -2.0263, -2.1704], [-0.4365, 1.9858, -2.4074], [-0.3992, 1.9287, -4.9067]],
  "lowdin_charge": [0.514, -0.001, -0.245, -0.062, -0.010, -0.869, 0.103, 0.684, -0.241, 0.009, -0.026, -0.019, -0.118, 0.042, 0.088, 0.100, 0.076, 0.107, 0.086, 0.117, 0.120, 0.116, 0.074, 0.650, -1.136, -0.082, -0.312, -0.022, -0.070, -0.078, -0.080, -0.449, 1.074, 0.062, 0.107, 0.108, 0.112, -0.220, 0.813, -0.216, -0.217, -0.564, 0.863, -0.364, 0.019, 0.020, -0.016, 0.015, -0.006, 0.020, 0.019, 0.019, 0.018, 0.018, 0.001, 0.011, 0.031, 0.004, 0.175, -0.184, -0.018, -0.079, -0.082, -0.008, -0.224, 0.181, -0.275, -0.106, 0.035, -0.147, -0.013, -0.109, 0.032, 0.160, 0.111, 0.106, 0.105, 0.113, 0.117, 0.093, 0.102, 0.118]
}



No. 2
{
  "formula": "C32H36IrN3O4PSe2Si",
  "method": "ωB97M-V with the def2-TZVPD basis set",
  "energy_ev": -197128.8503,
  "fmax_ev_per_a": 0.12,
  "s_squared": 0.759,
  "homo_energy_ev": [-7.76, -7.80],
  "multiplicity": 2,
  "elements": ["Ir", "Se", "P", "Se", "C", "C", "C", "C", "C", "C", "C", "C", "C", "C", "C", "C", "H", "H", "H", "H", "H", "H", "H", "H", "H", "H", "C", "C", "N", "O", "C", "C", "N", "O", "H", "H", "H", "H", "H", "H", "H", "C", "Si", "C", "C", "N", "C", "C", "C", "C", "C", "C", "H", "H", "H", "H", "H", "H", "H", "H", "H", "H", "H", "H", "H", "H", "O", "C", "O", "C", "C", "C", "C", "C", "C", "H", "H", "H", "H", "H"],
  "positions_angstrom": [[0.1982, 0.1948, 0.5426], [-0.4522, 2.3813, -0.4703], [-1.9144, 1.2142, -1.5923], [-1.0719, -0.7848, -1.4886], [-2.1564, 1.8035, -3.2817], [-3.0678, 2.8284, -3.5324], [-3.2041, 3.3297, -4.8167], [-2.4407, 2.8055, -5.8515], [-1.5385, 1.7809, -5.6041], [-1.3914, 1.2806, -4.3193], [-3.5572, 1.3089, -0.8402], [-3.8408, 2.2003, 0.1842], [-5.1094, 2.2177, 0.7494], [-6.0849, 1.3455, 0.2940], [-5.8004, 0.4541, -0.7345], [-4.5394, 0.4356, -1.3027], [-3.6726, 3.2278, -2.7276], [-3.9106, 4.1257, -5.0117], [-2.5534, 3.1952, -6.8550], [-0.9480, 1.3690, -6.4118], [-0.6913, 0.4798, -4.1169], [-3.0657, 2.8644, 0.5465], [-5.3313, 2.9110, 1.5505], [-7.0706, 1.3553, 0.7411], [-6.5606, -0.2309, -1.0861], [-4.3096, -0.2722, -2.0910], [-2.5621, 0.8110, 3.7986], [-1.4282, 0.7891, 2.8287], [-1.4841, 0.1557, 1.7013], [-2.6198, -0.5797, 1.4346], [-0.1801, 1.4395, 3.1068], [0.1227, 2.2648, 4.3093], [0.7812, 1.2315, 2.2176], [1.9128, 1.7217, 2.3970], [-3.4178, 0.2779, 3.3996], [-2.8417, 1.8430, 4.0151], [-2.2520, 0.3516, 4.7386], [-2.2273, -1.4575, 1.1867], [-0.7500, 2.3709, 4.9500], [0.4701, 3.2556, 4.0085], [0.9348, 1.8172, 4.8863], [4.3590, -1.3953, -1.3041], [2.5047, -1.2192, -1.4548], [2.1136, -0.6600, -3.2058], [1.7905, -2.8735, -0.9823], [1.9531, 0.1222, -0.3747], [2.9495, 1.1366, -0.2611], [3.9430, 1.0142, 0.7062], [4.9513, 1.9558, 0.7825], [4.9876, 3.0210, -0.1099], [4.0043, 3.1363, -1.0779], [2.9833, 2.1967, -1.1585], [4.6778, -2.1935, -1.9812], [4.6652, -1.6742, -0.2941], [4.8891, -0.4837, -1.5813], [1.5265, -1.4099, -3.7392], [3.0379, -0.4805, -3.7587], [1.5370, 0.2654, -3.1922], [2.1391, -3.5990, -1.7241], [0.7056, -2.9455, -0.9351], [2.1918, -3.1764, -0.0130], [3.8944, 0.1926, 1.4085], [5.7115, 1.8630, 1.5475], [5.7791, 3.7563, -0.0472], [4.0251, 3.9608, -1.7792], [2.2146, 2.2816, -1.9134], [-1.1303, -2.7479, 1.1769], [0.0380, -2.6309, 1.5556], [0.7633, -1.5729, 1.4660], [0.7473, -3.8071, 2.1660], [2.0406, -3.6848, 2.6639], [2.6808, -4.7871, 3.2092], [2.0325, -6.0142, 3.2553], [0.7415, -6.1376, 2.7597], [0.0987, -5.0352, 2.2178], [2.5304, -2.7215, 2.6200], [3.6859, -4.6901, 3.5991], [2.5340, -6.8751, 3.6789], [0.2364, -7.0942, 2.7957], [-0.9070, -5.1069, 1.8264]],
  "lowdin_spin": [0.283, 0.002, -0.001, 0.011, 0.000, 0.000, 0.000, 0.000, 0.000, 0.000, 0.000, 0.000, 0.000, 0.000, 0.000, 0.000, 0.000, 0.000, 0.000, 0.000, 0.000, 0.000, 0.000, 0.000, 0.000, 0.000, 0.002, 0.010, -0.017, -0.004, -0.012, -0.003, 0.016, 0.034, 0.000, 0.001, 0.001, 0.000, 0.000, -0.001, -0.001, 0.003, 0.042, 0.020, 0.002, 0.514, 0.047, 0.018, 0.001, 0.002, 0.001, 0.017, 0.000, 0.000, 0.000, 0.002, 0.001, 0.001, 0.000, 0.000, 0.000, 0.001, 0.000, 0.000, 0.000, 0.001, 0.000, -0.001, 0.004, 0.000, 0.000, 0.000, 0.000, 0.000, 0.000, 0.000, 0.000, 0.000, 0.000, 0.000]
}



No. 3
{
  "formula": "C32H36N3O4SeV",
  "method": "ωB97M-V with the def2-TZVPD basis set",
  "energy_ev": -137465.5901,
  "fmax_ev_per_a": 0.55,
  "s_squared": 1.245,
  "homo_energy_ev": [-4.65, -3.02],
  "multiplicity": 2,
  "charge": -1,
  "elements": ["V", "C", "C", "C", "C", "C", "C", "C", "C", "C", "C", "H", "H", "H", "H", "H", "H", "H", "H", "H", "H", "H", "H", "H", "H", "C", "C", "C", "C", "C", "C", "C", "N", "C", "N", "C", "C", "C", "C", "C", "C", "C", "N", "C", "C", "C", "C", "C", "C", "C", "H", "H", "H", "H", "H", "H", "H", "H", "H", "H", "H", "H", "H", "H", "H", "H", "H", "H", "H", "H", "H", "H", "O", "Se", "O", "O", "O"],
  "positions_angstrom": [[-0.5461, -0.3781, 1.3811], [1.5257, 0.7493, 4.4442], [0.2164, 1.5464, 4.5197], [-0.7833, 0.8044, 5.4018], [-0.2964, 1.8442, 3.1197], [0.3649, 2.7436, 2.3216], [-0.0883, 3.0421, 1.0096], [-1.1809, 2.4197, 0.4749], [-1.6338, 2.7080, -0.9262], [-1.8728, 1.4340, 1.2434], [-1.4369, 1.1775, 2.5864], [1.9383, 0.5946, 5.4440], [2.2722, 1.2642, 3.8370], [1.3326, -0.2299, 4.0025], [0.4395, 2.5149, 4.9830], [-0.9665, -0.2028, 5.0216], [-1.7342, 1.3383, 5.4706], [-0.3789, 0.7051, 6.4109], [1.2450, 3.2471, 2.7071], [0.4503, 3.7727, 0.4160], [-1.2999, 3.6920, -1.2576], [-2.7215, 2.6586, -1.0108], [-1.2180, 1.9672, -1.6137], [-2.8649, 1.1234, 0.9329], [-2.0779, 0.5980, 3.2396], [-1.4680, -4.1820, -3.0224], [-0.9870, -5.2750, -2.1109], [-0.5122, -6.4794, -2.6130], [-0.0876, -7.4997, -1.7713], [-0.1413, -7.3199, -0.3966], [-0.6040, -6.1220, 0.1277], [-1.0218, -5.1019, -0.7233], [-1.5395, -3.9019, -0.1753], [-0.8325, -2.7131, -0.2859], [0.4965, -2.8470, -0.5184], [1.5820, -2.0163, -0.9367], [1.7840, -0.6902, -0.4871], [2.9680, -0.0501, -0.8770], [3.9130, -0.6783, -1.6600], [3.7085, -1.9819, -2.0843], [2.5483, -2.6556, -1.7239], [2.3593, -4.0826, -2.1709], [-1.4209, -1.5716, -0.0730], [-2.8465, -1.5334, 0.0103], [-3.4950, -1.8867, 1.1899], [-4.8672, -1.7222, 1.3036], [-5.5944, -1.2003, 0.2429], [-4.9401, -0.8534, -0.9305], [-3.5663, -1.0140, -1.0686], [-2.8561, -0.6316, -2.3364], [-1.5253, -4.5334, -4.0526], [-0.8058, -3.3116, -2.9976], [-2.4561, -3.8380, -2.7092], [-0.4812, -6.6227, -3.6877], [0.2764, -8.4297, -2.1893], [0.1815, -8.1088, 0.2709], [-0.6605, -5.9388, 1.1963], [-1.7741, -4.0092, 0.8438], [0.7865, -3.8068, -0.4007], [3.1103, 0.9645, -0.5260], [4.8190, -0.1537, -1.9385], [4.4479, -2.4866, -2.6935], [3.1770, -4.3817, -2.8252], [1.4212, -4.2214, -2.7081], [2.3440, -4.7856, -1.3304], [-2.9125, -2.3004, 2.0070], [-5.3626, -2.0025, 2.2244], [-6.6650, -1.0603, 0.3262], [-5.5050, -0.4425, -1.7605], [-3.5202, -0.0819, -3.0042], [-2.4935, -1.5137, -2.8679], [-1.9811, -0.0187, -2.1192], [-1.4092, -4.0439, 2.4938], [-0.1489, -3.2596, 3.2518], [-0.4379, -3.2573, 4.8509], [0.9244, -0.0226, 0.2376], [-0.4930, -1.5488, 2.8304]],
  "lowdin_spin": [1.337, 0.001, 0.002, 0.000, -0.014, -0.082, -0.054, -0.042, -0.004, -0.085, -0.098, 0.000, -0.001, 0.000, 0.000, 0.000, 0.000, 0.000, -0.004, -0.002, 0.000, 0.000, -0.001, -0.005, -0.004, 0.000, 0.000, 0.000, 0.000, 0.000, 0.000, 0.000, 0.001, 0.005, 0.004, 0.004, 0.005, 0.001, 0.000, 0.002, 0.000, 0.000, 0.003, 0.003, 0.001, 0.001, -0.001, 0.001, 0.000, -0.001, 0.000, 0.000, 0.000, 0.000, 0.000, 0.000, 0.000, 0.000, 0.000, 0.000, 0.000, 0.000, 0.000, 0.000, 0.000, 0.000, 0.000, 0.000, 0.000, 0.000, 0.000, -0.001, 0.002, 0.000, -0.003, 0.032, -0.004]
}



Computed values of relative energy (zero: lowest compared OMol25 entry of this formula, charge and spin) (unit: kJ/mol) for the preceding records, in sequence: 78.3; 0.0; 0.0.